C57H56Cl4N5O3RbSb2 | ωB97M-V with the def2-TZVPD basis set

```
128
Properties=species:S:1:pos:R:3:forces:R:3:mulliken_charge:R:1
Sb 1.549 -1.602 -0.096 -0.165 -0.266 -0.355 0.684
Sb -3.231 -1.331 -0.966 0.076 -0.552 0.191 1.023
Rb -1.182 2.467 1.276 -0.333 -1.350 -0.564 1.050
Cl 3.095 5.208 2.968 -0.036 -0.035 0.001 -0.255
Cl -0.957 7.107 6.050 0.001 -0.019 0.006 -0.269
Cl -3.019 6.100 3.889 0.014 0.015 -0.006 -0.260
Cl 2.117 6.645 5.588 0.004 -0.006 -0.005 -0.275
O 0.898 4.221 1.261 0.140 0.132 0.061 -0.502
O 0.668 0.725 2.007 0.058 0.019 0.346 0.136
O -1.773 4.788 1.586 -0.272 1.188 0.211 -1.264
N 2.090 0.179 3.654 -0.001 -0.002 0.001 0.025
N -3.617 0.635 2.199 -0.343 0.406 -0.762 0.024
N -4.276 0.367 1.166 0.060 0.062 0.649 -0.122
N 0.618 3.261 -2.579 -0.172 -0.185 -0.114 0.239
N 1.468 1.027 -1.900 -0.654 0.941 0.637 -0.195
C -1.946 -3.774 0.614 -0.059 -0.097 -0.028 -0.017
C 1.765 0.872 2.527 0.144 -0.051 0.118 -0.503
C 1.968 4.178 -4.422 -0.023 0.028 0.033 -0.433
C 0.850 4.441 -1.732 0.076 0.120 0.020 -0.237
C -4.091 -1.998 -2.830 -0.047 0.133 -0.003 0.570
C -1.456 -5.017 1.006 0.028 0.045 0.046 -0.587
C -1.374 -6.052 0.086 0.016 -0.017 -0.005 -0.273
C -0.364 -1.230 -2.581 -0.045 -0.068 -0.110 -0.633
C 2.736 -6.178 1.417 0.008 -0.001 -0.006 -0.535
C -2.913 -1.222 5.288 -0.031 -0.116 0.078 -0.637
C -4.301 1.327 0.118 0.096 0.347 -0.701 0.029
C 0.479 -2.274 -1.853 0.019 0.036 0.008 -0.893
C 2.825 1.777 1.962 0.062 -0.012 -0.045 0.188
C -1.310 5.821 3.660 0.008 -0.053 0.003 0.233
C -4.417 1.790 -2.217 0.219 0.082 -0.013 -0.237
C 2.239 -5.238 2.306 -0.015 -0.031 0.009 -0.487
C 0.952 6.076 4.423 -0.025 0.005 -0.018 0.259
C 5.845 -1.647 -1.213 0.006 -0.006 0.000 -0.623
C -2.904 -0.253 4.299 -0.065 0.160 -0.161 -0.161
C -0.938 5.154 2.477 0.015 0.340 0.090 0.331
C -2.280 -4.584 -1.597 0.085 -0.041 0.105 0.134
C -1.794 -5.833 -1.221 -0.008 0.030 -0.046 -0.885
C 2.553 -4.573 -0.367 -0.026 -0.067 0.016 -0.528
C 4.942 0.340 2.077 -0.046 -0.010 -0.007 -1.235
C -4.416 -1.805 -5.226 0.010 0.008 0.004 -0.818
C 3.508 -0.652 -2.319 0.280 -0.397 -0.377 -0.290
C 0.505 4.878 2.294 0.029 0.121 0.018 -1.039
C 2.055 -3.615 0.513 0.038 0.036 0.004 0.521
C -4.766 3.113 -1.947 0.102 -0.065 -0.050 -0.813
C 5.893 -0.966 -2.421 0.036 0.047 0.006 -0.625
C -4.622 -2.416 4.098 -0.010 -0.001 0.002 -0.599
C 4.720 -0.466 -2.971 0.065 -0.062 0.120 -0.596
C 2.242 5.427 -3.579 0.005 -0.059 0.024 -0.838
C -4.846 3.546 -0.634 -0.009 0.179 0.079 -0.523
C -3.771 -2.312 5.191 0.055 0.131 -0.029 -0.418
C 4.630 -1.832 -0.566 -0.058 -0.071 -0.107 -0.510
C 1.900 -3.969 1.851 -0.003 -0.002 -0.061 -0.392
C -3.823 -1.372 -4.045 -0.027 -0.012 0.014 -0.302
C 1.375 5.388 3.267 0.064 0.034 0.006 0.379
C 3.890 0.994 1.182 -0.047 0.075 0.152 0.849
C 3.446 -0.012 4.137 -0.002 -0.036 -0.068 -1.189
C 2.178 5.094 -2.088 -0.018 -0.017 -0.045 -0.455
C -4.623 -1.446 3.107 -0.009 0.041 -0.051 -0.051
C 0.641 3.544 -4.015 0.069 0.010 -0.014 -0.881
C -1.390 -0.461 -1.752 0.008 0.013 0.003 -0.402
C 1.081 2.077 -2.197 0.078 0.302 0.028 -0.160
C -4.130 0.869 -1.215 -0.203 -0.097 0.461 -0.077
C -4.991 -3.065 -2.830 0.035 0.036 -0.047 -0.571
C -5.303 -2.872 -5.208 -0.005 -0.005 -0.006 -0.483
C -4.619 2.658 0.404 0.023 -0.253 0.229 -0.241
C -5.593 -3.499 -4.004 0.008 0.008 0.012 -0.515
C 2.888 -5.845 0.076 0.005 0.004 -0.005 -0.686
C -0.393 6.279 4.623 0.010 0.015 -0.028 0.184
C 3.442 -1.348 -1.112 0.021 -0.143 -0.181 0.571
C 4.381 -0.647 3.102 -0.009 0.065 -0.016 0.034
C -2.359 -3.518 -0.694 -0.006 0.061 -0.311 -0.696
C -3.759 -0.353 3.202 0.196 -0.492 0.361 -0.186
H -2.585 -4.437 -2.631 -0.013 -0.004 -0.007 0.306
H -5.764 -3.213 -6.128 -0.009 0.001 0.001 0.345
H 3.267 -6.579 -0.625 0.001 -0.005 -0.003 0.385
H 1.367 -0.437 3.990 0.011 -0.059 -0.087 0.360
H 4.392 1.688 0.505 0.004 -0.017 -0.048 0.513
H -0.140 -3.089 -1.485 0.011 -0.026 -0.017 0.133
H -2.231 0.595 4.348 0.009 -0.008 0.011 0.435
H 3.214 5.854 -3.839 -0.009 0.006 -0.014 0.363
H -4.319 1.487 -3.257 -0.036 -0.009 -0.008 0.290
H -1.775 0.367 -2.351 0.030 0.057 0.015 0.526
H 6.839 -0.823 -2.930 0.019 0.005 0.008 0.346
H 3.377 -0.658 5.012 -0.016 0.007 0.015 0.513
H 2.311 5.985 -1.473 0.000 -0.007 0.005 0.446
H 2.767 3.447 -4.261 0.013 -0.007 -0.026 0.195
H -1.734 -6.636 -1.949 -0.003 -0.003 0.000 0.343
H 1.484 6.185 -3.809 0.013 0.011 -0.008 0.316
H -3.772 -3.075 5.959 0.002 -0.004 -0.002 0.374
H 2.105 -5.495 3.350 0.002 0.005 0.010 0.372
H -1.137 -5.176 2.031 0.033 -0.009 0.002 0.381
H 2.987 4.402 -1.830 0.015 0.019 0.031 0.162
H 3.828 -1.439 2.586 0.021 -0.066 0.034 -0.212
H 1.949 4.417 -5.489 0.005 0.000 0.006 0.404
H -4.185 -1.308 -6.162 0.001 0.006 -0.002 0.381
H -5.273 -1.525 2.247 0.034 -0.003 -0.028 0.348
H 0.023 5.130 -1.929 -0.018 -0.017 0.008 0.226
H 0.807 4.184 -0.674 -0.028 -0.047 0.095 0.243
H -6.289 -4.331 -3.980 0.000 -0.006 0.002 0.373
H -0.862 -1.717 -3.429 -0.072 -0.071 0.048 0.548
H 4.749 0.076 -3.909 -0.003 -0.005 -0.033 0.424
H -3.142 -0.528 -4.073 0.021 -0.024 -0.007 0.369
H 3.409 0.240 0.550 0.188 0.340 0.199 -1.145
H -2.242 -1.132 6.134 -0.004 0.007 -0.008 0.397
H 0.445 2.622 -4.561 -0.009 -0.015 0.007 0.397
H -4.705 2.982 1.435 0.000 0.009 -0.001 0.366
H -5.074 4.580 -0.407 0.012 0.001 0.010 0.344
H -0.983 -7.019 0.382 0.003 0.000 0.005 0.379
H 1.222 -2.696 -2.536 0.018 -0.009 0.014 0.718
H 1.489 -3.245 2.548 0.017 0.019 0.034 0.443
H 5.675 -0.181 1.454 -0.016 0.047 -0.005 0.431
H 4.609 -2.376 0.373 0.007 -0.023 0.004 0.417
H -0.182 4.238 -4.213 -0.017 -0.027 -0.008 0.374
H -4.928 3.815 -2.759 -0.058 -0.014 -0.006 0.385
H 2.606 -0.234 -2.748 0.467 -0.437 -0.062 0.009
H 3.298 2.337 2.773 -0.025 0.048 -0.002 0.408
H -5.283 -3.269 4.009 -0.007 0.009 -0.007 0.355
H 5.214 -1.124 3.628 0.006 0.008 0.013 0.471
H -2.017 -2.983 1.361 0.000 0.019 0.003 0.284
H 3.003 -7.170 1.764 -0.013 -0.006 0.003 0.335
H 6.756 -2.036 -0.772 0.009 -0.009 0.008 0.399
H -0.894 0.002 -0.892 -0.018 -0.003 0.021 -0.185
H 2.680 -4.328 -1.416 0.019 0.016 0.005 0.299
H 3.859 0.943 4.477 0.014 -0.008 0.022 0.244
H 0.311 -0.482 -3.011 -0.160 -0.243 -0.071 0.132
H 2.314 2.511 1.341 -0.007 -0.008 0.003 -0.371
H 5.482 1.129 2.613 0.024 -0.006 0.013 0.508
H -5.213 -3.572 -1.897 0.011 -0.021 -0.001 0.332
```
Positions in Å, forces in eV/Å.

Values from the calculation:
**Max |F|**: 1.50 eV/Å
**Relative energy (zero: lowest compared OMol25 entry of this formula, charge and spin)**: 1.699 eV
**HOMO-LUMO gap**: 4.795 eV
**HOMO**: -0.046 hartree
**Total charge**: -2